12 unconnected molecules or ions with the total composition C5H36N2O12. Source: the OMol25 dataset; level of theory: the ωB97M-V functional and the def2-TZVPD basis.

```
55
Properties=species:S:1:pos:R:3:forces:R:3:nbo_charge:R:1
C -1.05184 -1.36557 3.11794 -0.67 -0.70 0.96 -0.647
C -0.73311 -1.65047 1.66374 1.89 0.86 -0.84 -0.071
C 0.80886 -1.37842 1.51301 -1.03 -1.79 -0.92 -0.094
O 1.19303 -0.13481 2.07394 0.40 0.18 -0.28 -0.776
N -1.44031 -0.72062 0.77936 0.46 0.89 -0.42 -0.660
C -2.29935 -1.20242 -0.28834 -1.16 -0.68 -0.04 -0.216
C -2.42854 -0.14095 -1.40712 -0.14 -1.26 0.42 -0.228
N -3.15661 0.99799 -0.86321 -0.45 0.73 -0.43 -0.859
H -1.28242 -2.33930 3.53437 -0.93 0.00 0.47 0.218
H -0.27118 -1.04070 3.82431 0.21 0.26 -0.91 0.213
H -1.86077 -0.62438 3.14920 -0.01 -0.58 0.33 0.235
H -0.95671 -2.69220 1.33463 0.21 0.64 0.45 0.210
H 1.10673 -1.48254 0.46785 -0.19 0.60 -0.41 0.182
H 1.40328 -2.21384 1.92592 -0.23 0.74 0.77 0.207
H 0.61019 0.61974 1.90751 -0.29 -0.33 -0.18 0.514
H -0.79518 -0.03957 0.37046 -0.16 -0.29 0.16 0.344
H -1.97431 -2.16007 -0.75125 0.05 0.33 0.32 0.180
H -3.30638 -1.38574 0.17394 0.61 -0.02 -0.61 0.185
H -2.85310 -0.61968 -2.34375 0.39 0.62 0.99 0.196
H -1.38431 0.13237 -1.58685 -0.16 0.39 -0.45 0.181
H -4.15478 0.96083 -1.05168 0.00 -0.68 0.20 0.358
H -2.93676 1.85442 -1.34837 0.64 0.23 -0.11 0.370
O 0.26460 2.02873 -3.77216 -0.18 -2.45 0.41 -0.930
H 0.00035 1.30464 -4.36607 -0.24 0.85 -0.92 0.458
H 0.46904 1.37101 -3.06072 0.23 1.82 0.10 0.467
O 2.82770 -0.28150 4.14230 -0.18 0.00 -0.23 -0.976
H 2.25214 -0.32068 4.91204 0.11 -0.04 0.02 0.463
H 2.21222 -0.18547 3.38139 0.33 0.02 0.65 0.484
O 0.06211 3.18059 0.66094 -0.37 -0.25 1.26 -0.962
H -0.78233 2.78761 0.94408 0.01 0.04 -0.70 0.479
H 0.30017 3.49812 1.54933 0.27 0.27 -0.34 0.484
O -3.64264 2.27626 2.03576 0.64 0.49 0.87 -0.988
H -3.12954 1.57013 1.61901 -0.64 -0.05 -0.48 0.505
H -4.52742 2.35501 1.67962 0.14 -0.43 -0.39 0.481
O 0.00779 -1.73663 -5.00840 0.13 0.32 0.11 -0.982
H 0.30195 -1.43419 -4.12350 0.10 -0.12 -0.34 0.495
H 0.84092 -1.75212 -5.49238 -0.14 -0.07 -0.15 0.472
O 1.37203 1.77528 -1.32058 0.26 -0.89 -0.13 -0.963
H 1.66028 1.14804 -0.64988 0.13 0.35 0.19 0.461
H 1.60341 2.64559 -0.98194 -0.27 0.03 0.10 0.510
O 3.55184 -1.60823 -1.11500 1.61 0.95 -0.25 -0.986
H 3.78091 -0.80061 -0.58497 -1.06 -0.40 0.37 0.499
H 4.43314 -1.63854 -1.52856 -0.41 -0.82 -0.35 0.469
O 1.32022 -1.14096 -2.69164 -0.07 0.09 0.04 -0.989
H 1.28490 -0.30531 -2.21514 0.21 0.06 -0.04 0.478
H 2.23298 -1.46026 -2.55380 -0.35 0.10 0.34 0.521
O 3.66829 0.16518 0.88880 -0.44 -0.31 0.35 -0.959
H 3.97204 -0.44991 1.57407 0.45 0.23 -0.07 0.488
H 2.70785 0.09850 1.07177 0.33 0.42 0.00 0.484
O -0.80285 -3.47073 -2.97685 -0.22 0.06 -0.25 -0.957
H -0.69784 -3.22684 -3.91407 0.02 -0.21 0.22 0.492
H -0.72034 -2.61276 -2.55030 0.15 -0.07 0.20 0.456
O -1.04674 3.15026 3.32002 0.45 -0.18 -0.61 -0.993
H -0.66032 3.19366 4.19650 -0.52 0.16 0.17 0.485
H -1.98263 3.38635 3.29999 0.05 -0.14 0.39 0.510
```
Positions in Å, forces in eV/Å.

Computed properties:
Energy relative to the best compared isomer or geometry (same formula, charge and spin): 65.5 kcal/mol
Orbital gap: 9.2 eV
Net charge: 0
E: -33318.72236 eV
HOMO energy: -9.11 eV

C3H4O3 in the gas phase. Source: the OMol25 dataset; level of theory: the ωB97M-V functional and the def2-TZVPD basis.

```
10
Properties=species:S:1:pos:R:3:forces:R:3:nbo_charge:R:1
O -0.30616 1.49378 -1.17825 0.07 0.17 -0.10 -0.677
C 0.16517 0.22140 -1.04176 0.21 -0.14 0.05 0.304
O -0.84493 -0.84649 -0.94978 0.08 0.07 -0.07 -0.466
C -0.08401 -0.52374 0.15080 0.20 0.26 -0.02 0.394
C -0.14903 -0.41685 1.58140 -0.19 0.16 0.33 -0.126
O 0.71131 -1.36783 0.88741 0.19 -0.20 0.04 -0.469
H -0.04506 1.83422 -2.04216 -0.15 -0.04 0.09 0.484
H 1.06329 -0.01477 -1.60908 -0.28 -0.16 -0.24 0.164
H -0.94424 -0.86146 2.17124 0.01 0.01 -0.18 0.200
H 0.39044 0.41427 2.03283 -0.14 -0.14 0.09 0.191
```
Positions in Å, forces in eV/Å.

Computed properties:
Energy relative to the best compared isomer or geometry (same formula, charge and spin): 76.6 kcal/mol
Orbital gap: 10.9 eV
Net charge: 0
E: -9315.37716 eV
HOMO energy: -10.24 eV

C16H32O in the gas phase. Source: the OMol25 dataset; level of theory: the ωB97M-V functional and the def2-TZVPD basis.

```
49
Properties=species:S:1:pos:R:3:forces:R:3:nbo_charge:R:1
C 4.39394 -2.47631 -2.59083 -0.10 0.20 0.10 -0.607
C 3.84627 -1.67481 -1.41555 0.12 -0.19 0.12 -0.389
C 3.22270 -2.54794 -0.32543 -0.15 0.24 -0.28 -0.390
C 1.94014 -3.24757 -0.77507 0.23 -0.16 0.27 -0.404
C 1.24007 -4.01416 0.35646 -0.27 0.05 -0.22 -0.388
C 0.07979 -3.25607 1.00486 0.33 0.02 0.10 -0.393
C 0.50716 -2.00391 1.76670 -0.29 -0.12 0.11 -0.402
C -0.61882 -1.40299 2.61078 -0.02 0.00 -0.15 -0.384
C -1.82682 -0.90647 1.81457 0.31 0.14 0.09 -0.392
C -1.50013 0.24649 0.86776 -0.43 -0.17 0.09 -0.400
C -2.75991 0.79263 0.19856 0.30 0.04 -0.23 -0.384
C -2.47889 1.89217 -0.82606 -0.11 0.03 0.35 -0.385
C -1.98447 3.19205 -0.19544 -0.08 -0.08 -0.39 -0.400
C -1.82084 4.29521 -1.23906 0.12 0.09 0.30 -0.395
C -1.32525 5.59989 -0.61922 -0.30 -0.47 -0.34 -0.513
C -2.36724 6.31050 0.19429 0.58 0.40 0.13 0.453
O -3.52230 6.00834 0.28711 -0.31 -0.16 -0.03 -0.524
H 4.89687 -1.81768 -3.29565 0.06 -0.02 -0.12 0.208
H 5.11079 -3.21744 -2.24359 0.09 -0.11 -0.01 0.200
H 3.59583 -2.99048 -3.11977 -0.03 -0.10 -0.11 0.201
H 4.66270 -1.09777 -0.97390 -0.04 0.08 -0.03 0.198
H 3.09993 -0.96389 -1.77847 0.00 0.10 0.04 0.191
H 3.00778 -1.92023 0.54048 0.02 -0.05 0.11 0.201
H 3.94959 -3.30164 -0.01251 0.03 -0.03 0.10 0.192
H 1.25221 -2.50911 -1.19274 -0.06 0.06 -0.11 0.192
H 2.18964 -3.94722 -1.57430 -0.05 0.04 -0.09 0.202
H 0.83842 -4.94837 -0.04343 0.06 -0.05 0.06 0.203
H 1.97233 -4.27936 1.12229 0.04 -0.08 0.05 0.194
H -0.42521 -3.93130 1.70118 -0.11 0.01 0.01 0.198
H -0.63807 -2.98712 0.22774 -0.11 -0.04 -0.03 0.193
H 1.32935 -2.26592 2.43810 0.10 0.04 -0.05 0.200
H 0.87606 -1.25273 1.06840 0.15 0.06 -0.03 0.194
H -0.21276 -0.56694 3.18655 -0.03 0.00 0.09 0.197
H -0.96077 -2.15689 3.32476 0.05 0.00 0.09 0.198
H -2.26002 -1.73214 1.24758 -0.11 -0.03 -0.02 0.195
H -2.58623 -0.56827 2.52458 -0.08 -0.04 -0.03 0.201
H -0.80945 -0.09329 0.09387 0.12 0.04 -0.06 0.191
H -1.00769 1.03903 1.43411 0.13 0.04 0.00 0.194
H -3.43767 1.18038 0.96247 -0.09 -0.03 0.04 0.195
H -3.27072 -0.03201 -0.30540 -0.07 -0.04 0.06 0.199
H -3.40085 2.10190 -1.37344 0.01 0.02 -0.10 0.202
H -1.74048 1.53433 -1.54832 0.00 -0.02 -0.10 0.190
H -2.70144 3.51861 0.55947 0.01 0.00 0.09 0.209
H -1.02514 3.02234 0.29807 0.04 0.02 0.09 0.190
H -2.78276 4.48003 -1.72063 0.01 -0.03 -0.08 0.214
H -1.11456 3.96815 -2.00535 -0.03 0.00 -0.05 0.202
H -0.45469 5.42473 0.01862 0.07 0.10 0.03 0.223
H -1.01016 6.30143 -1.39833 0.08 0.11 0.07 0.234
H -1.96822 7.20185 0.72311 -0.15 0.05 0.07 0.097
```
Positions in Å, forces in eV/Å.

Computed properties:
Energy relative to the best compared isomer or geometry (same formula, charge and spin): 2.9 kcal/mol
Orbital gap: 10.7 eV
Net charge: 0
E: -19159.03009 eV
HOMO energy: -9.83 eV